[1]
Density functional theory data (ωB97M-V/def2-TZVPD) for a molecular structure, F4Li4Sr2 at a distorted geometry.

Geometry (Å):
1 Sr 0.46376 0.22347 -2.01355
2 Sr 0.60714 -1.17792 1.55234
3 Li 1.02662 1.13198 0.43165
4 Li 0.10625 -1.96650 -0.80451
5 Li -0.67109 1.91937 -0.23495
6 Li -1.26275 -0.12128 0.02190
7 F 0.98779 1.75283 -0.92580
8 F -0.78356 -1.88106 0.28955
9 F 0.16202 -0.05589 -0.13899
10 F -0.63615 0.17497 1.82232

Atoms 1-3, force components in eV/Å:
1.99 -1.35 -15.35
9.06 -8.30 9.88
3.40 1.83 5.23

Summary:
E_tot = -489.2191 Ha
charge = +4

[2]
Density functional theory data (ωB97M-V/def2-TZVPD) for a molecular structure, C32H63O20S6Sn at a distorted geometry.

Geometry (Å):
1 Sn 0.96826 3.99523 -0.65942
2 C -0.99798 0.16059 0.52575
3 C 0.30690 0.02654 -0.26003
4 C 0.05391 0.64306 -1.68831
5 O 1.38587 0.75769 0.30430
6 H -0.91020 -0.22602 1.54110
7 H -1.80323 -0.45955 0.13192
8 H -1.42185 1.16306 0.58476
9 H 0.45670 -1.04022 -0.42641
10 H 0.86263 0.51109 -2.40710
11 H -0.21044 1.69284 -1.56109
12 H -0.83941 0.27134 -2.19022
13 C -4.60733 -3.77147 0.97423
14 C -4.41378 -2.44634 0.27202
15 O -5.32688 -1.66171 0.94717
16 S -6.69418 -2.39104 1.39504
17 O -7.75509 -2.21444 0.39859
18 O -7.02417 -2.14997 2.83470
19 O -5.94790 -3.88557 1.21635
20 H -3.92218 -3.78335 1.82189
21 H -4.47418 -4.64175 0.33158
22 H -4.50721 -2.50187 -0.81255
23 H -3.41601 -2.13525 0.58149
24 O -1.94950 3.28043 -0.54723
25 S -3.38546 3.11378 -0.91328
26 O -4.47726 3.91027 -0.33141
27 O -3.48150 3.12893 -2.54487
28 C -4.74108 2.98401 -3.09093
29 C -5.18053 4.26787 -3.78208
30 C -3.74717 1.28161 -0.54459
31 H -5.41797 2.72812 -2.27580
32 H -4.65451 2.11379 -3.74156
33 H -5.55446 4.91897 -2.99192
34 H -6.05472 4.21246 -4.43079
35 H -4.42279 4.73360 -4.41217
36 H -4.74219 0.95975 -0.85191
37 H -3.78181 1.25350 0.54450
38 H -3.04326 0.63154 -1.06421
39 O 0.24462 3.08304 -3.64643
40 S 0.47762 3.06270 -5.10383
41 O 1.67735 3.71057 -5.69109
42 O 0.48048 1.50969 -5.66067
43 C 1.14085 1.29881 -6.90091
44 C 2.64665 1.05458 -6.63445
45 C -1.01828 3.62929 -5.93322
46 H 0.95445 2.07172 -7.64654
47 H 0.65615 0.35080 -7.13426
48 H 2.67497 0.21347 -5.94176
49 H 3.09348 1.93777 -6.17792
50 H 3.18191 0.88998 -7.56960
51 H -0.98894 3.30698 -6.97406
52 H -0.97912 4.71431 -6.02963
53 H -1.95056 3.26854 -5.49871
54 O 2.81016 -3.46485 0.40073
55 S 3.10103 -3.35268 1.78565
56 O 2.30305 -4.13392 2.76449
57 O 4.77187 -3.57925 2.02460
58 C 5.58874 -3.09192 0.97923
59 C 6.94458 -2.66867 1.57180
60 C 3.11769 -1.60996 2.22313
61 H 5.22310 -2.28849 0.33978
62 H 5.80216 -3.92601 0.31078
63 H 7.50832 -2.07737 0.85024
64 H 7.60802 -3.52011 1.72341
65 H 6.85313 -1.88517 2.32405
66 H 2.08843 -1.27599 2.09202
67 H 3.87158 -1.18632 1.55961
68 H 3.23710 -1.64974 3.30584
69 O 1.23305 4.48499 4.94183
70 S 1.48421 3.54058 3.81075
71 O 1.43832 3.97851 2.38742
72 O 2.97080 2.82985 3.99934
73 C 3.41863 2.03385 2.94880
74 C 4.74416 1.40530 3.29966
75 C 0.43419 1.96124 3.96988
76 H 3.50989 2.63193 2.04212
77 H 2.69084 1.22776 2.85577
78 H 4.56099 0.44313 3.77797
79 H 5.15029 2.12463 4.01081
80 H 5.36461 1.31796 2.40775
81 H 0.73728 1.14100 3.31915
82 H -0.59383 2.15516 3.66381
83 H 0.37204 1.57715 4.98807
84 O 3.23128 2.43795 -2.05991
85 S 4.15334 1.56268 -2.67163
86 O 4.31264 1.54864 -4.13933
87 O 5.68471 1.70236 -2.01034
88 C 5.70079 1.79852 -0.62911
89 C 5.79516 3.27549 -0.16487
90 C 3.79967 -0.18827 -2.03211
91 H 6.49409 1.09754 -0.36951
92 H 4.72254 1.51181 -0.24320
93 H 5.11874 3.94251 -0.69933
94 H 6.83798 3.59110 -0.19687
95 H 5.55751 3.34077 0.89690
96 H 3.82322 -0.32181 -0.95058
97 H 4.66070 -0.65899 -2.50662
98 H 2.85125 -0.54987 -2.42943
99 C -1.30734 -6.02030 2.65603
100 C -1.00918 -4.68042 2.26161
101 C -1.29338 -4.18598 1.01193
102 C -1.86527 -4.95677 0.04726
103 C -2.15386 -6.29826 0.32020
104 C -2.03783 -6.74829 1.63318
105 H -1.37471 -6.38711 3.66959
106 H -0.59240 -3.95772 2.94747
107 H -1.05581 -3.13375 0.95923
108 H -2.20599 -4.63085 -0.92438
109 H -2.57846 -6.75350 -0.56234
110 H -2.16752 -7.78907 1.89076
111 C -4.88204 -1.27796 4.62225
112 C -5.25628 0.02927 4.45539
113 C -4.30571 0.92788 3.93869
114 C -3.12824 0.45470 3.36740
115 C -2.93214 -0.95218 3.31371
116 C -3.78389 -1.79005 4.03262
117 H -5.67115 -1.89912 5.01958
118 H -6.25254 0.37518 4.68821
119 H -4.55138 1.97371 3.82778
120 H -2.42875 1.14639 2.92167
121 H -2.04419 -1.37181 2.86443
122 H -3.62967 -2.84038 4.23118

Atoms 1-3, force components in eV/Å:
0.57 -1.23 0.43
-0.21 -0.52 0.56
0.43 2.78 -1.02

Summary:
spin multiplicity = 2
E_tot = -5364.9040 Ha
expectation value of S² = 0.75

[3]
Density functional theory data (ωB97M-V/def2-TZVPD) for C19H16BrN3O3 in the gas phase.

Geometry (Å):
1 O -1.19108 0.42527 -3.22081
2 C -0.56951 -0.38425 -2.56157
3 C 0.95232 -0.45157 -2.50208
4 O 1.42380 -1.04621 -1.30640
5 C 1.64876 -0.17124 -0.25918
6 C 0.68521 -0.01505 0.75489
7 C 0.93153 0.81693 1.80948
8 C 2.14078 1.53439 1.91009
9 C 2.40392 2.39875 2.99287
10 C 3.58611 3.07888 3.07838
11 C 4.56094 2.92459 2.08194
12 C 4.33990 2.09559 1.01760
13 C 3.13106 1.38143 0.90049
14 C 2.84138 0.50944 -0.17183
15 Br 4.12127 0.21732 -1.55139
16 N -1.16821 -1.37753 -1.87339
17 N -2.56013 -1.40854 -1.73728
18 C -3.04891 -1.31998 -0.43349
19 O -2.31473 -1.47900 0.51800
20 N -4.39772 -1.13869 -0.40227
21 C -5.25071 -1.13047 0.70951
22 C -6.61515 -0.97765 0.47376
23 C -7.50641 -0.95726 1.52899
24 C -7.04878 -1.08821 2.82957
25 C -5.69297 -1.23917 3.06381
26 C -4.79094 -1.26063 2.01528
27 H 1.34885 0.55824 -2.65192
28 H 1.30453 -1.08418 -3.32389
29 H -0.24091 -0.56638 0.69608
30 H 0.19137 0.93371 2.58659
31 H 1.64672 2.51040 3.75507
32 H 3.77759 3.73853 3.91145
33 H 5.49139 3.46656 2.15927
34 H 5.09458 1.98191 0.25384
35 H -0.65598 -1.94451 -1.20839
36 H -2.97883 -0.84200 -2.46973
37 H -4.86698 -1.04900 -1.29273
38 H -6.97530 -0.87592 -0.54090
39 H -8.56184 -0.83977 1.33344
40 H -7.74578 -1.07333 3.65350
41 H -5.32834 -1.34241 4.07482
42 H -3.73732 -1.38021 2.20126

Atoms 1-3, force components in eV/Å:
-0.03 0.15 -0.15
0.08 -0.10 0.17
0.02 0.21 -0.37

Summary:
E_tot = -3697.6602 Ha
energy relative to the best compared isomer or geometry (same formula, charge and spin) = 4.0 kcal per mole
structure (SMILES) = O=C(COc1ccc2ccccc2c1Br)NNC(=O)Nc1ccccc1

[4]
Density functional theory data (ωB97M-V/def2-TZVPD) for a molecular structure, C20H40BBrF4O15Pt at a distorted geometry.

Geometry (Å):
1 Pt -2.95950 -21.78922 -33.08234
2 Br -4.58386 -23.67041 -34.16359
3 B -1.31577 -19.91649 -31.46900
4 F -0.49539 -18.86393 -31.81732
5 F -1.62176 -19.86459 -30.06467
6 F -2.49698 -19.89711 -32.18551
7 F -0.80050 -21.13466 -31.64022
8 C -3.72933 -19.85781 -38.26041
9 C -4.62434 -20.40927 -37.11381
10 O -5.03897 -19.32670 -36.25107
11 C -4.50620 -19.07238 -35.08749
12 O -3.92207 -19.93473 -34.43550
13 O -4.76430 -17.79603 -34.68614
14 C -4.36800 -17.30377 -33.42096
15 H -2.85313 -19.36533 -37.83871
16 H -4.17632 -19.07322 -38.87092
17 H -3.32091 -20.62357 -38.91988
18 H -4.10686 -21.20066 -36.57158
19 H -5.49687 -20.89195 -37.55406
20 H -3.27989 -17.24090 -33.40843
21 H -4.57347 -17.97608 -32.58795
22 H -4.81591 -16.33589 -33.19581
23 C -6.80537 -24.15738 -28.57834
24 C -5.34853 -23.68598 -28.48745
25 O -4.81288 -23.30252 -29.76957
26 C -3.57678 -23.23291 -30.00160
27 O -3.13039 -22.80519 -31.09514
28 O -2.73986 -23.63990 -28.96962
29 C -1.36579 -23.30659 -28.97596
30 H -7.41233 -23.29808 -28.29321
31 H -6.81160 -25.01264 -27.90262
32 H -7.02340 -24.49802 -29.59053
33 H -4.80402 -24.40826 -27.87924
34 H -5.47883 -22.73250 -27.97559
35 H -0.97633 -23.76344 -28.06617
36 H -1.30499 -22.21858 -29.00088
37 H -0.91196 -23.85917 -29.79864
38 C 0.12738 -26.51006 -30.45346
39 C -0.15852 -26.68977 -31.96016
40 O -0.96261 -25.57474 -32.44382
41 C -0.44015 -24.25758 -32.60655
42 O -1.10365 -23.34561 -33.10864
43 O 0.92766 -24.14527 -32.22166
44 C 1.70609 -23.01824 -32.54888
45 H 0.51126 -27.42433 -30.00084
46 H -0.83065 -26.40812 -29.94368
47 H 0.89309 -25.79316 -30.15706
48 H -0.70871 -27.57988 -32.26527
49 H 0.77431 -26.71018 -32.52365
50 H 1.46141 -22.10733 -32.00254
51 H 1.71606 -22.75455 -33.60646
52 H 2.75424 -23.13068 -32.27170
53 C -0.30245 -23.86647 -37.20134
54 C -1.31339 -22.73615 -37.50840
55 O -0.91746 -21.41760 -37.06952
56 C -1.06282 -20.95501 -35.77478
57 O -1.70202 -21.53232 -34.85117
58 O -0.52694 -19.74149 -35.71178
59 C -0.34101 -19.08868 -34.49062
60 H 0.76661 -23.68303 -37.30886
61 H -0.54743 -24.62191 -37.94792
62 H -0.54095 -24.36153 -36.26000
63 H -2.34842 -22.98510 -37.27426
64 H -1.27955 -22.57589 -38.58602
65 H -0.06094 -19.75855 -33.67763
66 H -1.22754 -18.51994 -34.21006
67 H 0.57818 -18.50942 -34.57804
68 C -5.67718 -17.76457 -29.12814
69 C -5.14622 -18.92206 -29.99334
70 O -6.17413 -19.53026 -30.70811
71 C -5.99123 -20.55926 -31.61602
72 O -4.93295 -20.89439 -32.14568
73 O -7.15776 -20.98275 -32.03143
74 C -7.37543 -22.25569 -32.64779
75 H -6.27399 -18.10673 -28.28266
76 H -6.24661 -16.98511 -29.63438
77 H -4.95700 -17.22632 -28.51193
78 H -4.58383 -19.70880 -29.49048
79 H -4.36441 -18.47957 -30.61064
80 H -8.45172 -22.37094 -32.51967
81 H -6.84091 -23.01396 -32.07558
82 H -7.00110 -22.16623 -33.66759

Atoms 1-3, force components in eV/Å:
-1.46 -3.08 -0.32
0.81 0.47 0.07
0.11 1.09 3.12

Summary:
spin multiplicity = 3
E_tot = -5032.3950 Ha
expectation value of S² = 2.00
energy relative to the best compared isomer or geometry (same formula, charge and spin) = 59.8 kcal per mole